# C11H21CrN2O7

C11H21CrN2O7 as an isolated structure (ωB97M-V/def2-TZVPD, the Open Molecules 2025 dataset).

Calculated values
E ... -57461.4175 eV
Expectation value of S² ... 0.76
Molar mass ... 345.29 g mol⁻¹
Total charge ... +2
HOMO-LUMO gap (alpha / beta) ... 7.94 / 8.52 eV
ΔE to the lowest compared entry with this formula, charge and spin ... 0.2407 eV
Multiplicity ... 2

```
42
C11H21CrN2O7, DFT ωB97M-V/def2-TZVPD
Cr -0.19149 0.17527 -0.06322
C -2.40924 1.28308 1.36968
C -2.97745 -0.08519 0.98077
O -2.06411 -0.76481 0.10125
C -1.82345 -2.13076 0.42123
C -0.76862 -2.24413 1.52672
O 0.34311 -1.45489 1.11104
C 1.35680 -1.22829 2.08858
C 2.28633 -0.15394 1.51354
O 1.54482 0.98190 1.09773
C 1.17296 1.90668 2.12710
C -0.30608 2.28936 1.96634
O -1.01436 1.10014 1.61685
H -2.91187 1.65421 2.27215
H -2.53693 2.00354 0.55027
H -3.93282 0.05042 0.45801
H -3.14553 -0.69607 1.87322
H -1.45534 -2.58705 -0.50370
H -2.75203 -2.63119 0.71900
H -0.47152 -3.29160 1.65810
H -1.15742 -1.85967 2.48128
H 1.91879 -2.15026 2.27967
H 0.89514 -0.88602 3.02627
H 2.77674 -0.51982 0.60541
H 3.05221 0.12561 2.24594
H 1.79683 2.80485 2.03059
H 1.34939 1.45765 3.10946
H -0.43765 3.03597 1.17107
H -0.69005 2.69882 2.90955
C 1.27231 -0.38854 -4.89478
C 1.61305 -1.43405 -3.81635
C 1.01857 -1.08186 -2.58526
N 0.51424 -0.74715 -1.60187
H 1.73987 -0.69329 -5.82724
H 1.65036 0.59258 -4.61865
H 0.19795 -0.32372 -5.04977
H 2.70196 -1.49058 -3.68447
H 1.26715 -2.42507 -4.13156
O -0.04106 3.26780 -2.33898
N 0.17550 2.31835 -1.67431
O 1.25951 1.80190 -1.45344
O -0.81661 1.71977 -1.06723
```